i:
The following is a DFT calculation (ωB97M-V with the def2-TZVPD basis set) of an isolated ion of composition C4H10NO3 and charge +1.

```
! RIJCOSX wB97M-V def2-TZVPD def2/J DEFGRID3
* xyz 1 1
O 0.34 -2.31 -0.69
C 0.81 -1.43 -0.06
O 1.95 -1.46 0.70
C 0.29 0.03 0.00
C -1.21 0.10 -0.06
C -1.70 1.25 -0.91
O -1.09 2.44 -0.32
N 0.73 0.76 1.22
H 2.41 -2.25 0.59
H 0.80 0.48 -0.84
H -1.74 -0.79 -0.36
H -1.67 0.23 0.90
H -1.43 1.14 -1.96
H -2.78 1.41 -0.86
H -0.60 2.94 -0.98
H 1.75 0.83 1.19
H 0.64 0.24 2.10
H 0.26 1.67 1.19
*
```

Results
frontier orbital gap	11.47	eV
structure (SMILES)	[NH3+][C@H](CCO)C(=O)O

Atomic partial charges in e from the natural (NBO) method, atoms 1 to 6: -0.49 0.78 -0.71 -0.15 -0.48 -0.06



ii:
The following is a DFT calculation (ωB97M-V with the def2-TZVPD basis set) of a 2-piece molecular cluster, C4H10NO3 overall.

```
! RIJCOSX wB97M-V def2-TZVPD def2/J DEFGRID3
* xyz 1 1
O 1.21 2.19 0.29
C 1.21 1.02 0.23
C 0.00 0.38 -0.69
C -0.26 -1.09 -0.65
C 0.06 -1.82 0.65
O 0.83 -1.52 1.55
N 0.23 0.90 -2.26
H 1.76 0.31 0.74
H -0.90 1.12 -0.44
H -1.17 -1.42 -1.00
H 0.52 -1.62 -1.36
H -0.57 -2.58 0.74
H 1.05 1.55 -2.29
H 0.45 0.02 -2.90
H -0.69 1.32 -2.49
H -3.19 -0.63 0.99
H -2.59 0.09 2.24
O -2.33 -0.11 1.21
*
```

Results
frontier orbital gap	9.78	eV

Atomic partial charges in e from the natural (NBO) method, atoms 1 to 6: -0.45 0.43 -0.11 -0.56 0.48 -0.49



Most stable structure - i; separation to the second - 290.5 kJ/mol.



i:
The following is a DFT calculation (ωB97M-V with the def2-TZVPD basis set) of the molecule C24H31NO3.

```
! RIJCOSX wB97M-V def2-TZVPD def2/J DEFGRID3
* xyz 0 1
C 1.41 4.81 -1.15
H 1.30 4.83 -2.24
O 0.28 4.24 -0.53
C -0.07 2.97 -0.89
C -1.30 2.52 -0.40
C -1.80 1.30 -0.79
C -1.08 0.46 -1.64
C 0.16 0.89 -2.07
C 0.67 2.13 -1.71
H 1.62 2.44 -2.10
H 0.75 0.26 -2.72
C -1.68 -0.80 -2.18
H -1.20 -1.04 -3.13
H -2.74 -0.63 -2.39
C -1.60 -2.07 -1.29
C -0.14 -2.49 -1.07
C -0.02 -3.66 -0.08
N -0.70 -3.47 1.18
C -2.06 -3.03 1.01
C -2.22 -1.82 0.09
H -3.28 -1.56 0.00
H -1.71 -0.97 0.54
H -2.48 -2.80 1.99
H -2.63 -3.88 0.61
C 0.07 -2.82 2.23
C 0.73 -1.51 1.88
C 0.26 -0.33 2.26
C 0.85 0.98 2.05
C 0.26 2.07 2.70
C 0.79 3.34 2.66
C 1.96 3.55 1.97
C 2.56 2.51 1.28
C 2.01 1.23 1.29
O 2.55 0.19 0.60
C 3.69 0.41 -0.20
H 4.55 0.72 0.40
H 3.91 -0.55 -0.67
H 3.50 1.15 -0.98
H 3.47 2.70 0.74
H 2.41 4.54 1.94
H 0.30 4.15 3.18
H -0.65 1.89 3.27
H -0.65 -0.30 2.85
H 1.64 -1.59 1.31
H 0.86 -3.53 2.53
H -0.60 -2.69 3.08
H 1.04 -3.85 0.12
H -0.43 -4.56 -0.54
H 0.40 -1.62 -0.68
H 0.32 -2.78 -2.02
C -2.36 -3.17 -2.07
O -3.71 -2.86 -2.33
H -4.17 -2.78 -1.49
H -2.29 -4.13 -1.54
H -1.90 -3.30 -3.05
H -2.78 1.00 -0.45
H -1.86 3.18 0.25
H 2.33 4.29 -0.88
H 1.46 5.83 -0.78
*
```

Results
frontier orbital gap	8.33	eV
structure (SMILES)	COc1ccc(CC2(CO)CCN(C/C=C/c3ccccc3OC)CC2)cc1

Atomic partial charges in e from the natural (NBO) method, atoms 1 to 6: -0.25 0.18 -0.50 0.30 -0.25 -0.19



ii:
The following is a DFT calculation (ωB97M-V with the def2-TZVPD basis set) of the molecule C24H31NO3.

```
! RIJCOSX wB97M-V def2-TZVPD def2/J DEFGRID3
* xyz 0 1
C 7.61 -2.29 -1.02
H 8.35 -3.07 -0.83
O 7.01 -2.02 0.22
C 6.03 -1.09 0.28
C 5.55 -0.35 -0.80
C 4.54 0.58 -0.62
C 3.97 0.79 0.63
C 4.46 0.06 1.71
C 5.47 -0.86 1.54
H 5.86 -1.43 2.38
H 4.06 0.23 2.70
C 2.86 1.79 0.82
H 3.05 2.66 0.19
H 2.86 2.13 1.86
C 1.44 1.27 0.49
C 0.45 2.37 0.88
C -0.97 2.13 0.36
N -0.94 1.95 -1.08
C -0.16 0.77 -1.42
C 1.30 1.00 -1.01
H 1.88 0.12 -1.29
H 1.68 1.86 -1.56
H -0.21 0.63 -2.50
H -0.53 -0.14 -0.93
C -2.27 1.97 -1.68
C -3.17 0.85 -1.23
C -4.17 1.04 -0.36
C -5.09 0.06 0.20
C -6.02 0.53 1.13
C -6.94 -0.31 1.73
C -6.94 -1.65 1.42
C -6.03 -2.15 0.51
C -5.10 -1.32 -0.11
O -4.18 -1.77 -1.01
C -4.18 -3.13 -1.36
H -3.38 -3.24 -2.09
H -3.97 -3.77 -0.50
H -5.13 -3.43 -1.82
H -6.05 -3.20 0.28
H -7.65 -2.32 1.88
H -7.65 0.09 2.44
H -6.02 1.58 1.37
H -4.35 2.05 -0.01
H -2.94 -0.13 -1.60
H -2.13 1.91 -2.76
H -2.72 2.94 -1.44
H -1.58 3.01 0.58
H -1.43 1.27 0.88
H 0.80 3.31 0.45
H 0.42 2.48 1.96
C 1.14 -0.01 1.31
O 1.70 -1.19 0.79
H 2.66 -1.10 0.80
H 0.07 -0.20 1.33
H 1.47 0.15 2.35
H 4.20 1.15 -1.47
H 5.97 -0.48 -1.79
H 8.11 -1.41 -1.43
H 6.88 -2.66 -1.75
*
```

Results
frontier orbital gap	8.81	eV
structure (SMILES)	COc1ccc(CC2(CO)CCN(C/C=C/c3ccccc3OC)CC2)cc1

Atomic partial charges in e from the natural (NBO) method, atoms 1 to 6: -0.25 0.20 -0.49 0.30 -0.32 -0.13



Most stable structure - ii; separation to the second - 10.8 kJ/mol.



i:
The following is a DFT calculation (ωB97M-V with the def2-TZVPD basis set) of the molecule C2H3ClS.

```
! RIJCOSX wB97M-V def2-TZVPD def2/J DEFGRID3
* xyz 0 1
C 0.91 0.07 0.06
C -0.78 -0.07 -0.04
S 1.62 1.47 0.00
Cl 1.60 -1.44 -0.03
H -1.14 0.78 0.55
H -1.04 0.03 -1.06
H -1.17 -0.84 0.51
*
```

Results
frontier orbital gap	8.83	eV
structure (SMILES)	CC(=S)Cl

Atomic partial charges in e from the natural (NBO) method, atoms 1 to 6: -0.24 -0.63 0.12 0.09 0.22 0.23



ii:
The following is a DFT calculation (ωB97M-V with the def2-TZVPD basis set) of the molecule C2H3ClS.

```
! RIJCOSX wB97M-V def2-TZVPD def2/J DEFGRID3
* xyz 0 1
C 0.65 -0.17 0.45
C -0.55 -0.09 -0.51
S 0.26 1.58 0.01
Cl -2.04 -0.59 0.09
H 0.33 -0.15 1.52
H 1.64 -0.47 0.08
H -0.30 -0.11 -1.63
*
```

Results
frontier orbital gap	9.80	eV
structure (SMILES)	Cl[C@@H]1CS1

Atomic partial charges in e from the natural (NBO) method, atoms 1 to 6: -0.50 -0.35 0.04 0.06 0.25 0.24



iii:
The following is a DFT calculation (ωB97M-V with the def2-TZVPD basis set) of the molecule C2H3ClS.

```
! RIJCOSX wB97M-V def2-TZVPD def2/J DEFGRID3
* xyz 0 1
C -0.17 -0.25 0.48
C 1.10 -0.26 -0.51
S 0.49 -1.86 0.02
Cl 2.62 0.34 0.10
H 0.03 0.07 1.49
H -1.12 0.02 0.05
H 0.93 0.00 -1.55
*
```

Results
frontier orbital gap	10.19	eV
structure (SMILES)	Cl[C@@H]1CS1

Atomic partial charges in e from the natural (NBO) method, atoms 1 to 6: -0.50 -0.37 0.19 0.00 0.23 0.22



Most stable structure - iii; separation to the second - 30.6 kJ/mol.



i:
The following is a DFT calculation (ωB97M-V with the def2-TZVPD basis set) of the molecule C5H7N.

```
! RIJCOSX wB97M-V def2-TZVPD def2/J DEFGRID3
* xyz 0 1
C 1.93 0.04 0.15
C 0.44 -0.04 0.07
C -0.30 -1.04 -0.48
N -1.66 -0.72 -0.36
C -1.74 0.51 0.26
C -0.49 0.96 0.53
H 2.26 0.50 1.09
H 2.39 -0.96 0.09
H 2.33 0.64 -0.67
H 0.01 -1.99 -0.90
H -2.22 -0.75 -1.20
H -2.72 0.92 0.46
H -0.24 1.92 0.98
*
```

Results
frontier orbital gap	9.45	eV
structure (SMILES)	Cc1cc[nH]c1

Atomic partial charges in e from the natural (NBO) method, atoms 1 to 6: -0.63 -0.08 -0.08 -0.55 -0.05 -0.30



ii:
The following is a DFT calculation (ωB97M-V with the def2-TZVPD basis set) of C5H7N as an isolated structure.

```
! RIJCOSX wB97M-V def2-TZVPD def2/J DEFGRID3
* xyz 0 1
C -1.14 -0.81 0.07
C -0.19 0.80 0.54
C 1.25 0.47 0.63
C 0.66 -0.65 -0.18
C -0.51 1.69 -0.54
N -0.84 2.45 -1.36
H -1.31 -1.27 1.04
H -1.97 -0.16 -0.19
H -1.15 -1.59 -0.70
H 1.62 0.19 1.62
H 1.94 1.09 0.07
H 0.82 -1.63 0.24
H 0.82 -0.58 -1.25
*
```

Results
frontier orbital gap	8.76	eV

Atomic partial charges in e from the natural (NBO) method, atoms 1 to 6: -0.56 -0.13 -0.47 -0.31 0.18 -0.34



iii:
The following is a DFT calculation (ωB97M-V with the def2-TZVPD basis set) of C5H7N as an isolated structure.

```
! RIJCOSX wB97M-V def2-TZVPD def2/J DEFGRID3
* xyz 0 1
C -0.29 0.56 1.44
C -0.97 -0.33 -0.54
C -0.27 0.88 -0.02
C 0.95 0.19 -0.69
N 1.26 -0.97 0.03
C 0.12 -1.20 -0.82
H -1.28 0.58 1.90
H 0.48 0.99 2.07
H -1.94 -0.40 -1.02
H -0.48 1.87 -0.43
H 1.57 0.61 -1.48
H 0.74 -0.72 1.04
H 0.11 -2.06 -1.48
*
```

Results
frontier orbital gap (spin up / spin down)	7.15 / 7.15	eV

Atomic partial charges in e from the natural (NBO) method, atoms 1 to 6: -0.71 0.00 -0.34 0.09 -0.57 -0.12



iv:
The following is a DFT calculation (ωB97M-V with the def2-TZVPD basis set) of C5H7N as an isolated structure.

```
! RIJCOSX wB97M-V def2-TZVPD def2/J DEFGRID3
* xyz 0 1
C 1.66 -0.57 -0.76
C 1.10 -0.32 0.43
C -0.17 0.42 0.67
C -1.02 0.86 -0.55
N -1.95 -0.26 -0.29
C -1.30 -0.55 0.78
H 1.15 -0.40 -1.70
H 2.66 -0.94 -0.89
H 1.58 -0.71 1.33
H -0.07 1.16 1.48
H -1.53 1.83 -0.47
H -0.58 0.83 -1.55
H -1.53 -1.34 1.50
*
```

Results
frontier orbital gap	10.51	eV

Atomic partial charges in e from the natural (NBO) method, atoms 1 to 6: -0.39 -0.17 -0.34 -0.24 -0.37 0.10



Most stable structure - i; separation to the second - 193.0 kJ/mol.